43
Properties=species:S:1:pos:R:3:forces:R:3:mulliken_charge:R:1 method="wB97M-V/def2-TZVPD" multiplicity=1 molar_mass_g_mol=384.38 de_lowest_kj_mol=0.0 charge=-1 homo_lumo_gap_ev=3.9
C 4.0216 3.0080 -2.1192 0.0566 -0.0592 -0.0488 -0.420
C 3.3562 2.8079 -3.3358 -0.0719 0.1284 0.4903 -0.698
C 2.1741 2.0670 -3.3792 0.2071 -0.0780 0.3047 -0.502
C 1.7502 1.3531 -2.2377 -0.1558 0.0814 0.1215 0.569
C 0.6663 0.3584 -2.2086 -0.9343 -0.4900 0.3650 -0.202
N 0.3998 -0.1472 -1.0300 1.6189 1.0624 -0.1126 -0.339
C -0.1752 -1.0344 -0.3002 -1.2263 -0.8712 -0.5433 -0.325
C 0.2726 -1.2087 1.0362 0.4166 0.0183 1.4910 0.153
N 0.6473 -1.3270 2.1431 -0.5850 0.2822 -1.5089 -0.537
C -0.0903 -0.0659 -3.3933 0.1116 -0.0626 -0.0240 0.605
C 0.4671 -0.0923 -4.6933 -0.5613 -0.0417 -0.0204 -0.672
C -0.3519 -0.3749 -5.7869 -0.1230 -0.3244 0.2673 -0.502
C -1.6561 -0.8523 -5.5870 -0.1410 0.0659 0.1572 -0.417
C -2.1633 -0.9840 -4.2843 0.3921 0.2610 0.0257 -0.539
C -1.4145 -0.5163 -3.2000 -0.0320 -0.1204 -0.5543 -0.550
C 2.3956 1.5996 -1.0121 0.7486 0.4318 -0.0072 -0.663
C 3.5063 2.4371 -0.9470 -0.3927 -0.1786 -0.3989 -0.475
H 4.9315 3.6086 -2.0755 -0.2135 -0.1400 -0.0772 0.329
H 3.7630 3.2310 -4.2543 -0.1782 0.0960 0.2102 0.345
H 1.5771 2.0439 -4.2900 0.3622 -0.0987 0.2211 0.692
H -0.9675 -1.7116 -0.6676 0.2648 0.0132 0.3132 0.340
H 1.5330 0.1041 -4.8376 -0.5393 0.0492 0.0333 0.669
H 0.0394 -0.2500 -6.7982 -0.0907 -0.2095 0.2182 0.348
H -2.2953 -1.1048 -6.4359 0.2741 0.0061 0.1872 0.333
H -3.1403 -1.4400 -4.0975 0.2176 0.3279 -0.2114 0.358
H -1.8598 -0.4682 -2.2007 0.2866 -0.1371 -0.4271 0.429
H 2.0166 1.1020 -0.1181 0.1574 0.1931 -0.3516 0.354
H 3.9620 2.6190 0.0242 0.0745 0.0231 -0.2139 0.367
O -3.9518 -0.5519 3.0543 0.1963 1.5261 1.9674 -0.573
N -3.6119 0.1070 4.0717 -2.1837 0.5056 -2.2770 0.956
C -2.3532 -0.2616 4.6283 1.2442 -1.5271 0.1198 -0.304
C -1.7166 -1.3088 3.9763 0.0105 -0.1083 0.8731 0.092
N -0.7501 -1.9657 4.6762 0.5709 -0.1182 0.4728 0.656
N -0.0511 -3.0683 4.2708 0.6368 -0.0074 0.8240 -0.529
N 0.8133 -3.3249 5.2143 -1.4891 1.3953 -0.3240 -0.413
N 0.7210 -2.4363 6.2500 -1.3325 0.3497 -0.5525 -0.492
C -0.3003 -1.6073 5.9341 0.9008 -1.0526 -0.9046 0.623
C -0.9385 -0.5198 6.5792 -0.0346 0.1510 -0.0652 -0.704
C -1.9205 0.1723 5.9156 0.1673 -0.1625 0.3087 -0.228
O -4.3139 1.0085 4.5651 1.5398 -1.4853 -0.3994 -0.604
H -1.9739 -1.7145 3.0087 -0.0040 0.1363 0.1457 0.613
H -0.6249 -0.3427 7.6015 -0.0920 0.4661 -0.1942 0.407
H -2.3933 1.0521 6.3408 -0.0746 -0.2974 0.0993 0.450

48
Properties=species:S:1:pos:R:3:forces:R:3:mulliken_charge:R:1 method="wB97M-V/def2-TZVPD" multiplicity=2 molar_mass_g_mol=949.19 de_lowest_kj_mol=202.8 charge=-1 homo_lumo_gap_ev="6.2 / 4.7" s2=0.992
Tc -0.3941 -1.3374 0.4110 -1.1986 -1.6426 0.6470 -0.019
Se -2.4028 -2.1125 1.3375 -0.4360 -0.0127 0.2386 -0.242
Te -2.2724 -4.5349 1.9200 0.1567 -0.5536 0.1961 -0.298
Te -1.0892 -5.6067 -0.3074 0.0811 0.4994 -0.1015 -0.120
Se -0.1621 -3.4908 -1.2662 -0.2153 0.0140 0.3422 -0.165
O -2.2117 0.5924 2.0631 -0.4694 0.2413 -0.1692 -0.231
B -0.8786 0.1708 1.8907 0.2293 -0.3266 -1.0350 0.491
O -0.0915 0.8731 2.8168 0.5944 -0.0543 0.0956 -0.278
C -0.9222 1.6906 3.5145 -0.7609 0.3100 0.2293 1.014
C -0.6423 2.5744 4.5372 0.1701 -0.2994 -0.2216 -1.221
C -1.7154 3.2593 5.0930 -0.1644 0.1840 0.1393 -0.444
C -3.0123 3.0783 4.6353 0.0014 0.1529 0.1320 -0.484
C -3.2972 2.2015 3.5970 0.1140 -0.3086 -0.2448 -0.972
C -2.2333 1.5123 3.0494 0.5632 0.3277 0.4882 0.454
H 0.3616 2.7253 4.9029 0.1245 -0.0461 -0.0152 0.471
H -1.5361 3.9486 5.9062 0.0271 0.0538 0.0299 0.361
H -3.8196 3.6334 5.0942 -0.0153 0.0100 0.0181 0.368
H -4.3054 2.0497 3.2441 -0.0681 -0.0244 -0.0836 0.478
N -3.5840 3.2999 -4.4764 -0.0755 0.0949 -0.1420 -0.612
C -3.1341 2.5653 -3.7137 -0.3807 0.5387 -0.5967 0.002
C -2.5815 1.6878 -2.7636 0.5248 -0.5931 0.6487 0.560
C -3.1909 0.4691 -2.4632 -0.0024 0.2676 -0.0291 -0.872
C -2.6312 -0.3561 -1.5117 -0.1280 -0.3112 0.0845 -0.502
C -1.4581 -0.0251 -0.8274 0.4629 -0.0078 0.3134 1.136
C -0.8754 1.2107 -1.1380 0.0303 -0.0640 0.0705 -0.110
C -1.4043 2.0418 -2.0978 -0.1711 0.2134 -0.0769 -0.883
H -4.1019 0.1853 -2.9722 -0.0327 -0.0169 -0.0446 0.427
H -3.1202 -1.3031 -1.3071 0.0528 0.0534 -0.0103 0.314
H 0.0349 1.5134 -0.6293 -0.0172 -0.0405 -0.0430 0.453
H -0.9193 2.9791 -2.3342 -0.0151 0.0796 -0.0319 0.422
N 0.9963 -2.6949 1.9376 -0.0959 0.2144 -0.2182 -0.496
H 1.2769 -2.1668 2.7591 0.0015 -0.0473 -0.1073 0.206
H 1.8279 -2.9411 1.4058 -0.1037 0.1142 0.0674 0.253
H 0.5622 -3.5644 2.2521 -0.1153 0.2399 -0.1470 0.202
Br 4.6306 -1.8810 -5.7498 -0.0273 0.0241 0.1703 -0.220
C 4.4078 -1.3712 -3.9229 0.1352 0.0204 -0.1650 -0.115
C 5.5330 -1.1027 -3.1615 0.0539 -0.0437 -0.1348 -0.327
C 5.3798 -0.7082 -1.8433 0.0628 0.0309 -0.0294 -0.663
C 4.1156 -0.6068 -1.2886 -0.2004 0.0017 0.0582 -0.368
C 2.9983 -0.8959 -2.0598 0.0510 -0.0917 0.0236 0.231
C 3.1425 -1.2687 -3.3917 -0.0495 0.0064 0.0095 -0.398
C 1.5971 -0.9171 -1.5098 0.0403 0.0915 -1.1586 0.896
O 0.6695 -1.1330 -2.2969 0.3404 0.0081 0.0657 -0.647
O 1.4526 -0.7627 -0.2612 0.7801 0.6829 0.6750 -0.834
H 6.5130 -1.2086 -3.5984 0.1180 0.0344 -0.0396 0.401
H 6.2596 -0.4817 -1.2578 0.0287 -0.0035 0.0791 0.383
H 3.9777 -0.3133 -0.2587 -0.0154 0.0093 0.0829 0.424
H 2.2482 -1.4795 -3.9588 0.0133 -0.0308 -0.0599 0.575

77
Properties=species:S:1:pos:R:3:forces:R:3:mulliken_charge:R:1 method="wB97M-V/def2-TZVPD" multiplicity=1 molar_mass_g_mol=1555.63 charge=+1 homo_lumo_gap_ev=6.5
C -0.6476 -0.2019 1.9829 5.1375 6.4545 -5.6820 -0.281
C 0.0538 0.7314 1.1609 -2.3531 -6.4626 4.0812 -1.044
C 1.2275 1.2600 0.0929 0.3072 0.0432 -1.2893 0.895
C 0.8455 1.1700 -1.5294 3.4288 1.7170 1.4202 0.353
C -0.6138 0.5995 -2.0801 -1.5567 -4.4671 -4.3954 0.465
O -0.6727 -0.3779 -3.0268 1.0745 6.6142 6.4941 -0.512
O -1.9342 1.0614 -1.5740 4.9371 -3.0524 -2.1286 0.002
N -1.8755 2.3360 -1.1442 -1.6925 3.4306 2.4094 -0.619
C 2.0744 1.6653 -2.5500 0.5062 0.1797 2.5453 0.191
O 1.9396 1.6163 -4.0411 1.5631 -2.8328 3.9628 -0.522
B 2.4189 0.2380 -4.4130 -0.3650 -2.5911 -1.1793 0.544
O 1.8491 -0.5222 -5.5811 -0.0177 1.3102 3.9922 -0.526
O 3.4572 -0.5042 -3.6344 -3.4579 1.1962 0.0061 -0.504
C 3.5128 2.1966 -1.8821 -3.5563 -1.4673 0.7661 -0.309
N 3.7667 2.2429 -0.3796 -4.3870 -1.3021 -3.0766 0.386
P 5.3715 2.7828 0.1852 1.7173 0.0863 2.0358 0.032
C 6.6362 1.5644 -0.5689 -0.0513 -1.3868 -0.8371 -0.936
C 5.7405 4.6043 -0.2584 -0.1294 1.6756 -0.3427 -0.565
C 2.7104 1.8054 0.6409 -1.8613 -0.7256 -2.4228 0.301
C 2.9198 1.7807 2.2689 0.0376 -0.0942 0.0515 -0.574
C 1.9310 2.8173 3.0948 -1.5444 -2.8198 6.2783 0.033
O 1.5881 2.4210 4.3514 2.2630 2.7438 -8.3458 -0.461
H -1.2588 -0.8757 2.7250 1.3251 1.8504 -1.8168 0.442
H -2.1076 2.2945 -0.1062 0.4460 0.0878 -1.4827 0.249
H -2.7370 2.8044 -1.5584 1.4717 -0.7165 0.4000 0.272
H 1.3101 -1.2967 -5.1915 1.2909 1.6501 -0.9748 0.329
H 2.9594 -1.1642 -3.0511 1.1609 1.0713 -1.2003 0.336
H 4.3671 2.5221 -2.6420 -1.9218 -0.7226 2.0762 0.367
H 7.5535 1.4147 0.1785 -2.0658 0.7355 -1.7118 0.359
H 6.9680 1.8095 -1.6646 -0.3883 -0.4239 2.1627 0.337
H 6.1010 0.4983 -0.6039 1.0425 2.3268 0.1030 0.272
H 6.6137 4.7645 -1.0222 -1.7730 -0.4658 1.2738 0.359
H 4.7815 5.2161 -0.6177 2.0739 -1.5087 0.6468 -0.043
H 6.0711 5.1335 0.7577 -0.7275 -1.4195 -2.1301 0.340
H 4.0180 2.0241 2.6250 -2.1824 -0.3138 -1.1741 0.370
H 2.7073 0.6695 2.6501 0.1499 2.5515 -0.9161 0.365
H 1.5376 3.8494 2.6835 0.9220 -2.0649 0.6013 0.314
C -5.0370 -1.3541 -1.5426 0.0978 -0.0879 -0.2903 0.178
Cl -6.0853 0.0750 -1.3599 0.2060 -0.3044 0.0006 -0.113
Cl -3.4825 -0.8625 -2.2611 -2.1883 0.2200 -0.1893 0.006
Cl -4.7475 -2.0866 0.0556 -0.0414 0.2031 -0.2378 -0.037
Cl -5.8329 -2.5425 -2.6051 -0.1865 0.6108 0.1827 -0.082
C 3.9147 8.7333 -1.4052 -0.1176 0.4020 -0.0039 0.204
Cl 3.1927 7.1325 -1.7062 0.0029 0.2288 0.0370 -0.030
Cl 5.6723 8.5578 -1.1715 -0.3575 0.1364 0.3858 -0.091
Cl 3.6044 9.7967 -2.8007 -0.1693 -0.1300 0.6282 -0.036
Cl 3.1894 9.4463 0.0577 0.2234 -0.2506 -0.4068 -0.088
C -2.0853 -4.5241 -1.4243 0.1161 -0.1542 -0.1543 0.088
Cl -1.0346 -5.6907 -2.2667 -0.0923 0.4490 0.2640 -0.087
Cl -3.7769 -4.7821 -1.9208 0.7283 -0.1524 0.1743 -0.050
Cl -1.9407 -4.7581 0.3360 -0.0131 0.2048 -1.1649 -0.026
Cl -1.5890 -2.8657 -1.8458 0.7082 -1.5158 0.3682 0.124
C -0.8853 -5.3837 4.5930 -0.0421 -0.1554 0.2685 0.279
Cl -0.6208 -7.1147 4.9225 -0.0694 0.5040 -0.1262 -0.097
Cl 0.6796 -4.5319 4.6003 -0.3216 -0.1584 -0.0335 -0.113
Cl -1.6574 -5.1939 2.9985 0.2032 -0.1591 1.1423 -0.030
Cl -1.9425 -4.6945 5.8507 0.3231 -0.1557 -0.4047 -0.013
C -2.6853 -9.6785 -3.1228 -0.0848 -0.0670 -0.0052 0.276
Cl -2.1990 -9.5958 -4.8349 -0.1112 -0.0036 0.4224 -0.094
Cl -1.2846 -10.1545 -2.1298 -0.3192 0.1350 -0.2280 -0.100
Cl -3.2726 -8.0815 -2.5945 0.0007 -0.5620 -0.1642 -0.013
Cl -3.9850 -10.8822 -2.9321 0.3445 0.3021 -0.0507 -0.095
C -5.6853 -3.6107 6.2739 -0.1608 -0.0561 0.0995 0.262
Cl -7.2909 -3.1273 6.8765 0.5560 -0.0933 -0.1844 -0.026
Cl -5.5640 -3.2322 4.5371 -0.0030 -0.0829 0.3442 -0.043
Cl -4.4242 -2.7218 7.1650 -0.2617 -0.1558 -0.1624 -0.105
Cl -5.4621 -5.3616 6.5172 -0.0783 0.4482 -0.0667 -0.083
C -11.3909 -3.3924 6.9758 -0.0944 -0.0660 0.0126 0.336
Cl -10.3402 -4.5590 6.1334 -0.3396 0.2449 0.1844 -0.075
Cl -13.0825 -3.6504 6.4794 0.4454 0.0775 0.1287 -0.097
Cl -11.2463 -3.6264 8.7362 -0.0108 0.0650 -0.4455 -0.086
Cl -10.8945 -1.7340 6.5544 -0.0819 -0.3731 0.0966 -0.092
C 5.6175 7.0201 -5.6032 0.0579 0.1721 -0.1480 0.289
Cl 6.8921 5.7801 -5.7140 -0.2783 0.2404 0.0308 -0.104
Cl 5.7152 7.8327 -4.0206 0.3402 -0.6322 -0.9539 0.028
Cl 5.8415 8.2196 -6.9016 -0.0727 -0.3643 0.3745 -0.089
Cl 4.0212 6.2481 -5.7769 0.3177 0.1491 0.0749 -0.095

47
Properties=species:S:1:pos:R:3:forces:R:3:mulliken_charge:R:1 method="wB97M-V/def2-TZVPD" multiplicity=1 molar_mass_g_mol=531.25 de_lowest_kj_mol=1148.3 charge=+1 homo_lumo_gap_ev=6.8
C 5.2959 -0.5069 1.4282 -0.7137 -0.5086 -0.0863 -1.089
C 4.7972 -0.8242 -0.0901 1.0832 0.4330 0.4128 0.560
F 3.8222 -1.8861 -0.1553 1.4657 1.4495 0.3618 -0.345
C 4.2019 0.4895 -0.8090 0.1720 0.2905 -0.4515 -1.212
C 2.8032 0.2704 -1.5539 -2.3475 -0.5619 -2.0559 0.596
C 2.8711 -0.4606 -2.9634 -4.0689 1.4162 1.8389 -0.546
C 1.5357 -0.6855 -3.7425 1.0302 1.3245 1.9722 0.051
S 1.6980 -1.5851 -5.3828 0.1313 1.2791 0.8478 -0.233
C 0.1188 -0.2191 -3.2153 2.9860 0.9878 2.1858 -0.334
Br -1.4959 -0.5701 -4.2978 1.7284 0.3453 1.1779 -0.116
C 0.0515 0.5085 -1.8440 2.4598 -1.0807 -0.7157 0.546
C 1.4085 0.7130 -1.0377 0.3057 -0.9373 -1.6438 0.144
C 1.2676 1.4219 0.3841 0.5937 1.4155 1.2229 0.067
O 2.0832 2.2378 0.8952 -2.7286 -3.2259 -2.0303 -0.537
C -0.0838 1.0845 1.2161 -2.2658 -0.8234 0.7996 0.022
C -0.0201 0.9283 2.7781 -2.0435 0.1366 -1.3556 0.150
N 1.2570 1.0403 3.4824 -2.3663 0.0303 -0.7567 -0.468
C -1.3747 0.6513 3.5049 -0.1358 0.2513 -2.7736 0.216
F -1.3502 0.5265 4.9326 -0.2207 0.2731 -3.8340 -0.293
C -2.7025 0.5397 2.7074 1.5517 0.0120 -1.3335 -0.537
C -2.8009 0.6458 1.1316 4.4168 0.7842 1.3541 0.491
C -4.1557 0.5288 0.3104 -0.3606 0.4008 0.9530 -0.876
C -4.9611 -0.8519 0.4925 -0.5958 -0.4680 -0.5344 -0.151
O -5.1360 -1.2811 1.8532 1.5291 0.1582 -1.2849 -0.532
C -4.3797 -2.0570 -0.4435 -1.8547 0.1162 -0.0378 0.624
F -2.9706 -2.1844 -0.3881 -3.7374 -0.0869 -0.5035 -0.196
F -5.0801 -3.2419 -0.0575 2.6118 2.7091 -1.1405 -0.225
F -4.8643 -1.7537 -1.7769 1.9830 -0.8405 2.8060 -0.260
C -1.4333 0.9251 0.4067 0.1242 -0.1129 2.4511 -0.026
C -1.3092 1.0752 -1.1756 0.2303 0.3268 -1.2387 0.337
O -2.1683 1.6317 -1.9344 1.4886 -1.7117 2.8174 -0.661
H 5.4664 -1.4859 2.0121 -0.2609 1.4625 -1.0751 0.330
H 6.2804 0.0745 1.4299 -1.3923 -0.8049 -0.2904 0.330
H 4.5231 0.1121 2.0023 0.9650 -0.8799 -0.8711 0.212
H 5.7612 -1.1436 -0.6498 -1.9216 0.0845 0.7003 0.237
H 4.9576 0.8008 -1.6343 -1.3485 -0.5130 1.3229 0.410
H 4.2082 1.3445 -0.0470 -0.4767 -1.2536 -1.2183 0.395
H 3.8878 -0.8101 -3.3894 -2.0732 0.5973 0.7474 0.350
H 2.5033 -0.7157 -6.1412 -0.8146 -0.5476 1.1997 0.194
H 1.6093 2.0081 3.4699 -0.1015 -0.7899 -0.1287 0.258
H 1.2273 0.6438 4.4315 -0.2063 0.4795 -0.6593 0.273
H -3.7050 0.3293 3.2420 2.0353 0.4773 -0.6952 0.490
H -4.8631 1.3726 0.6922 0.9664 -1.3943 -0.3694 0.706
H -4.0422 0.7067 -0.8258 0.6933 -1.7294 2.2291 -0.077
H -6.0285 -0.6617 0.0782 1.8007 -0.5110 0.7116 0.356
H -4.3101 -1.7478 2.1536 -1.0380 0.6211 -0.3878 0.419
Li -4.4013 2.0618 -1.4799 0.7204 0.9191 -0.6402 0.951

Question: The highest multiplicity belongs to which entry?
Answer: C20H15BBrN2O4Se2TcTe2